(1)
Density functional theory data (ωB97M-V/def2-TZVPD) for C15H19GaN5O3Te as an isolated structure.

ORCA input file:
```
! wB97M-V def2-TZVPD RIJCOSX def2/J DEFGRID3
* xyz 1 1
Te -0.3029 -1.0031 -3.1451
Ga -0.0600 0.8709 -1.5762
O 1.6770 1.7574 -1.2741
O 1.6472 2.2725 0.9423
O 3.2496 3.0026 -0.3226
N 0.2676 2.6903 1.2616
N -0.5718 0.6855 0.3752
N -0.9496 2.5959 -0.9350
N -3.2563 4.5493 0.3277
N -2.6265 0.7941 3.0963
C -0.8534 2.1472 0.5243
C -2.8601 -1.8491 -1.1906
C 2.1483 2.3482 -0.2800
C -2.7982 3.6058 0.8167
C -2.0983 2.4614 1.2318
C 4.0217 2.9870 -1.5609
C -0.3136 -3.1226 1.3110
C 0.8782 -2.9135 0.6226
C 0.9093 -2.3675 -0.6551
C -2.4206 1.6148 2.3094
C -1.5273 -2.2169 -0.5924
C 2.2389 -2.2071 -1.3453
C -0.3101 -3.7335 2.6825
C -0.3084 -2.0083 -1.2543
C -1.5021 -2.7730 0.6834
H -2.4399 -2.9314 1.2027
H -2.9075 -0.7994 -1.4950
H 1.8136 -3.1967 1.0922
H 2.4382 -1.1713 -1.6310
H -3.0645 -2.4348 -2.0885
H -1.4273 0.1524 0.5452
H 0.2796 3.7034 1.3470
H 3.4283 3.4203 -2.3605
H -0.0202 -4.7840 2.6281
H 0.4062 -3.2307 3.3328
H -1.2930 -3.6769 3.1454
H 3.0452 -2.5424 -0.6958
H 4.8932 3.5919 -1.3450
H -1.9410 2.7280 -1.1510
H -3.6619 -2.0297 -0.4779
H -0.5146 3.5011 -1.0990
H 0.1095 0.3432 1.0538
H 2.2775 -2.7939 -2.2643
H 4.2998 1.9626 -1.7926
*
```

Energy above the lowest of the compared OMol25 structures with the same formula, charge and spin   3.759 eV
HOMO level   -10.9 eV

(2)
Density functional theory data (ωB97M-V/def2-TZVPD) for an isolated molecule of C15H19N3O2S.

ORCA input file:
```
! wB97M-V def2-TZVPD RIJCOSX def2/J DEFGRID3
* xyz 0 1
S 0.7441 1.4950 -2.2926
O 1.7474 3.2146 2.5129
O 0.1793 -4.0802 0.9084
N -1.4380 0.5407 -1.1335
N -0.1162 1.9935 0.1187
N -1.8260 -2.2621 -0.9556
C 0.1323 4.6583 2.0173
C -1.1340 -1.6860 -2.0953
C 0.9672 -4.2009 -1.1671
C -1.6511 -0.2656 -2.3184
C 0.9150 3.6452 1.5417
C 0.9522 2.9762 0.2136
C 1.5051 3.9547 3.6056
C -1.5620 -3.6819 -0.7672
C 2.0388 -4.4114 -0.2646
C 1.4990 -4.3263 0.9795
C -1.5772 -1.4716 0.2343
C 0.5197 4.8603 3.3641
C -2.1065 -0.0513 0.0070
C -0.1469 -4.0086 -0.4027
C -0.3274 1.3179 -1.0398
H -2.1008 -1.9297 1.0763
H -1.9660 0.5385 0.9117
H -0.0427 -1.6470 -1.9445
H -0.5023 -1.4110 0.4803
H -3.1756 -0.0998 -0.2218
H 1.9069 2.4582 0.0820
H -0.6164 5.1985 1.4742
H -1.3438 -2.2945 -2.9764
H 1.9277 -4.4192 1.9575
H 0.8553 3.7174 -0.5912
H -2.7263 -0.2926 -2.5147
H -1.1332 0.1985 -3.1576
H 0.1208 5.5802 4.0486
H -2.2231 -4.0352 0.0292
H -1.8252 -4.1900 -1.6979
H 3.0633 -4.5971 -0.5134
H -0.8962 2.1508 0.7396
H 2.0912 3.7486 4.4790
H 1.0186 -4.2010 -2.2367
*
```

Energy above the lowest of the compared OMol25 structures with the same formula, charge and spin   2.818 eV
HOMO level   -7.9 eV
Structure (SMILES)   S=C(NCc1ccco1)N1CCN(Cc2ccco2)CC1

(3)
Density functional theory data (ωB97M-V/def2-TZVPD) for an isolated molecule of C15H19N3O3S.

ORCA input file:
```
! wB97M-V def2-TZVPD RIJCOSX def2/J DEFGRID3
* xyz 0 1
S 2.5819 0.8587 -1.6689
O 3.3054 -1.4207 -0.2383
O 4.8912 -2.3046 -1.5528
O -2.4329 -0.5660 0.7016
N -0.3621 -1.5709 -1.8920
N -0.0100 0.3786 -0.9576
N 0.8979 -1.2144 -2.1757
C -4.0864 2.6249 2.7751
C -2.4992 -0.7644 3.3930
C -3.0348 0.4537 2.7072
C -2.3246 -0.6855 -0.7008
C -3.0059 0.5211 1.3031
C 3.5425 -2.4261 0.7370
C -3.5315 1.6335 0.6601
C 0.4278 1.3462 1.2424
C 3.6436 -0.4322 -2.3617
C -0.1088 1.5779 -0.1661
C -0.9089 -0.6351 -1.1680
C -3.5730 1.5097 3.4186
C 4.0291 -1.4937 -1.3514
C 1.1070 -0.0568 -1.6092
C -4.0689 2.6782 1.3967
H 0.3340 2.2578 1.8253
H 3.0916 -0.9122 -3.1721
H -1.4631 -0.9419 3.1090
H 1.4755 1.0576 1.2009
H -2.7030 -1.6771 -0.9723
H 0.4753 2.3551 -0.6682
H -3.5469 1.7107 -0.4176
H -3.5932 1.4570 4.4974
H -0.1373 0.5583 1.7339
H -4.4728 3.5343 0.8773
H 2.9968 -2.1228 1.6268
H 4.5388 0.0471 -2.7563
H -4.5010 3.4399 3.3478
H 3.1768 -3.3883 0.3746
H -1.1547 1.8893 -0.1256
H -2.5586 -0.6575 4.4726
H 4.6111 -2.5061 0.9451
H -3.0683 -1.6418 3.0896
H -2.9193 0.0648 -1.2307
*
```

Energy above the lowest of the compared OMol25 structures with the same formula, charge and spin   2.514 eV
HOMO level   -8.5 eV
Structure (SMILES)   CCn1c(COc2ccccc2C)nnc1SCC(=O)OC

(4)
Density functional theory data (ωB97M-V/def2-TZVPD) for an isolated molecule of C15H19N5.

ORCA input file:
```
! wB97M-V def2-TZVPD RIJCOSX def2/J DEFGRID3
* xyz 0 1
N -2.3895 1.5029 2.1034
N -2.9277 2.7352 2.2264
N -0.7016 0.0530 1.7932
N -0.5819 2.5948 1.7701
N 1.2310 -0.0473 -1.4194
C 0.0424 -0.0463 -0.5822
C 3.1287 -1.3179 -2.6463
C 0.3909 -0.2882 0.8418
C -3.5851 -2.4142 1.6306
C 3.2288 1.1554 -2.3457
C 2.1032 1.2029 -1.4232
C 4.0440 -0.0816 -2.3340
C -1.7675 3.4251 1.9740
C 1.8702 -1.3988 -1.6573
C -2.9308 0.2625 2.1061
C -2.2630 -1.9995 1.6052
C -1.9446 -0.6635 1.8226
C -4.2868 -0.0556 2.0588
C -4.5362 -1.4326 1.9870
C -1.0495 1.3739 1.9184
H 3.6332 -2.3252 -2.4822
H 3.9226 1.9210 -1.9196
H 2.2197 -1.8730 -0.7118
H 1.1615 0.3783 1.0505
H 2.8380 -1.2496 -3.6606
H -1.7066 4.5097 1.9953
H 2.4784 1.3097 -0.3809
H 0.7680 -1.3019 0.8813
H -0.4616 0.9010 -0.7075
H -0.6792 -0.8539 -0.9754
H -5.0421 0.7842 2.2653
H -1.6312 -2.7973 1.3321
H 1.5715 2.0824 -1.6797
H 4.7828 0.0395 -3.1003
H -5.6138 -1.6416 1.9430
H -3.8001 -3.4647 1.6105
H 4.4269 -0.3565 -1.3573
H 2.8955 1.4671 -3.3799
H 1.1612 -2.0895 -2.1523
*
```

Energy above the lowest of the compared OMol25 structures with the same formula, charge and spin   2.337 eV
HOMO level   -8.0 eV
Structure (SMILES)   c1ccc2c(c1)n(CCN1CCCCC1)c1ncnn21

(5)
Density functional theory data (ωB97M-V/def2-TZVPD) for C15H19N7O4RbS2 as an isolated structure.

ORCA input file:
```
! wB97M-V def2-TZVPD RIJCOSX def2/J DEFGRID3
* xyz 1 1
Rb -0.0633 0.1143 -1.3860
S 0.3429 -5.0451 -2.4142
S -0.9279 0.1901 3.7376
O -2.3515 1.5077 -1.6292
O 3.3451 3.2489 -1.5242
O 2.1713 1.5176 -2.3232
O -3.6728 3.2639 -1.6021
N 0.7530 0.8947 1.9598
N -2.5989 -0.1303 1.6126
N -0.8638 -3.1850 -1.1650
N -0.1221 2.9192 -1.8780
N -0.3830 0.5746 1.2740
N 0.0960 -2.5564 -1.9055
N 1.8028 -3.0043 -3.4598
C -1.3529 0.1846 2.0464
C 1.7546 0.9966 4.2176
C 1.0322 3.5634 -1.8538
C -1.0401 -6.1078 0.5792
C -1.7773 -5.4128 -0.5745
C -1.2517 3.5979 -1.7467
C -0.0580 5.6606 -1.6249
C 0.6615 0.7574 3.2326
C -1.2690 4.9834 -1.6276
C -2.4688 2.7034 -1.6660
C 2.2280 2.6607 -1.9393
C -0.8844 -4.4602 -1.2945
C 1.1229 4.9446 -1.7214
C 2.2671 -0.3140 4.8297
C 0.8170 -3.3821 -2.6070
H -0.6907 -5.3707 1.3015
H 2.0862 5.4324 -1.6898
H 2.4748 -3.6839 -3.7654
H 2.1094 -2.0478 -3.4243
H 4.0788 2.6201 -1.5644
H -3.6652 4.2237 -1.6641
H -1.7022 -6.8099 1.0841
H 1.3890 1.6534 5.0095
H -3.2142 -0.6405 2.2189
H -0.0429 6.7377 -1.5306
H 2.5596 1.5140 3.6977
H -2.1880 5.5444 -1.5204
H -2.1422 -6.1613 -1.2798
H -2.7302 -0.2608 0.6229
H 2.6492 -0.9699 4.0480
H -2.6363 -4.8597 -0.1974
H 1.4676 -0.8318 5.3601
H 3.0675 -0.1117 5.5401
H -0.1791 -6.6635 0.2067
*
```

Energy above the lowest of the compared OMol25 structures with the same formula, charge and spin   0.489 eV
HOMO level   -11.2 eV

(6)
Density functional theory data (ωB97M-V/def2-TZVPD) for an isolated molecule of C15H20Cl2N2O.

ORCA input file:
```
! wB97M-V def2-TZVPD RIJCOSX def2/J DEFGRID3
* xyz 0 1
Cl -4.2525 -2.0844 -0.1515
Cl -1.2147 -1.5811 -0.6032
O 0.0194 3.3926 0.3133
N -0.3678 1.2009 -0.2329
N 2.1555 0.6020 -0.3391
C 0.4036 2.3061 -0.0543
C 2.3606 -1.2845 1.3180
C -4.4471 0.5491 0.3963
C 3.1596 0.1423 -1.2846
C -3.6069 -0.4948 0.0396
C 4.9276 -1.4352 0.9044
C 2.3815 0.2190 1.0481
C -2.5751 2.0597 0.3488
C 4.6297 0.4134 -0.9122
C 1.8611 2.0208 -0.4233
C -1.7199 1.0200 -0.0115
C 3.5582 -2.1233 0.8434
C 5.3919 -0.8174 -0.4176
C -2.2533 -0.2678 -0.1626
C -3.9208 1.8195 0.5493
H 4.9378 -0.6836 1.6950
H 6.4415 -0.5327 -0.3022
H 4.6787 1.2061 -0.1634
H 3.0090 -0.9283 -1.4295
H 3.3905 -2.4849 -0.1716
H 5.3502 -1.5863 -1.1939
H 0.1705 0.3741 -0.5009
H 3.3121 0.6545 1.4406
H -4.5707 2.6340 0.8278
H -5.4964 0.3573 0.5499
H 1.5623 0.6600 1.6259
H 2.2886 -1.3874 2.4037
H 3.5869 -3.0111 1.4802
H -2.1621 3.0475 0.4690
H 2.5028 2.6500 0.2121
H 5.1510 0.7848 -1.7972
H 1.9890 2.3627 -1.4545
H 1.4480 -1.7045 0.8912
H 2.9297 0.6224 -2.2394
H 5.6733 -2.1864 1.1767
*
```

HOMO level   -8.7 eV
Structure (SMILES)   O=C(CN1CCCCCCC1)Nc1cccc(Cl)c1Cl

Per-record Kohn-Sham gap, eV: 7.26 8.59 9.08 8.80 8.26 9.38
Per-record max |F|, Eh/bohr: 0.0058 0.0178 0.0247 0.0821 0.0150 0.0106